[1]
A 5-piece molecular cluster, CH11NO5 overall, computed with the ωB97M-V functional and the def2-TZVPD basis.

The structure (SMILES) is NC=O.O.O.O.O. As for the LUMO energy: 0.3 eV. The orbital gap comes out at 10.8 eV. Its energy above the lowest of the compared OMol25 structures with the same formula, charge and spin is 25.12 kcal/mol. The value obtained for the largest force on an atom is 1.259 eV/Å. The HOMO energy comes out at -10.49 eV.

Geometry as ORCA input:
```
! wB97M-V def2-TZVPD RIJCOSX def2/J DEFGRID3
* xyz 0 1
N 0.359 1.275 2.234
C 0.190 0.968 0.910
O 0.900 0.209 0.308
H -0.396 1.675 2.770
H 1.131 0.870 2.732
H -0.623 1.593 0.498
O -0.345 4.176 -4.408
H 0.227 3.407 -4.495
H -1.126 3.947 -4.921
O -1.049 -0.517 -2.635
H -1.243 -0.206 -1.738
H -0.724 -1.394 -2.384
O 0.982 -2.922 3.146
H 1.743 -2.402 2.860
H 1.104 -2.928 4.105
O -0.715 -2.720 0.772
H -1.177 -1.922 1.045
H -0.349 -3.081 1.589
*
```

Atomic partial charges in e from the Löwdin method, atoms 1 to 6: N 0.108; C -0.431; O 0.026; H 0.091; H 0.093; H 0.128


[2]
A 5-piece molecular cluster, CH11NO5 overall, computed with the ωB97M-V functional and the def2-TZVPD basis.

The structure (SMILES) is NC=O.O.O.O.O. As for the LUMO energy: -0.2 eV. The orbital gap comes out at 10.3 eV. Its energy above the lowest of the compared OMol25 structures with the same formula, charge and spin is 27.49 kcal/mol. The value obtained for the largest force on an atom is 0.970 eV/Å. The HOMO energy comes out at -10.50 eV.

Geometry as ORCA input:
```
! wB97M-V def2-TZVPD RIJCOSX def2/J DEFGRID3
* xyz 0 1
N -1.568 -1.598 1.057
C -1.609 -1.628 2.432
O -2.611 -1.606 3.094
H -0.734 -1.228 0.623
H -2.429 -1.432 0.559
H -0.577 -1.776 2.808
O -2.385 2.122 -1.020
H -1.655 1.890 -1.605
H -2.532 3.054 -1.220
O 3.232 1.877 -1.578
H 2.929 1.765 -0.664
H 3.779 1.110 -1.772
O 1.458 -2.683 -2.742
H 0.907 -3.129 -2.082
H 1.478 -1.740 -2.551
O 1.079 1.781 1.332
H 0.609 0.934 1.307
H 0.630 2.285 2.023
*
```

Atomic partial charges in e from the Löwdin method, atoms 1 to 6: N 0.105; C -0.429; O 0.034; H 0.075; H 0.101; H 0.124


[3]
A 5-piece molecular cluster, CH11NO5 overall, computed with the ωB97M-V functional and the def2-TZVPD basis.

The structure (SMILES) is NC=O.O.O.O.O. As for the LUMO energy: 0.7 eV. The orbital gap comes out at 11.3 eV. Its energy above the lowest of the compared OMol25 structures with the same formula, charge and spin is 22.33 kcal/mol. The value obtained for the largest force on an atom is 3.260 eV/Å. The HOMO energy comes out at -10.69 eV.

Geometry as ORCA input:
```
! wB97M-V def2-TZVPD RIJCOSX def2/J DEFGRID3
* xyz 0 1
N -0.437 -3.111 0.035
C -0.817 -1.903 0.509
O -0.372 -1.349 1.501
H -1.064 -3.642 -0.540
H 0.530 -3.315 0.196
H -1.836 -1.650 0.175
O 0.642 0.078 -2.868
H 0.310 0.960 -2.822
H 1.487 0.141 -2.407
O 2.566 1.590 -1.303
H 2.152 1.222 -0.522
H 2.299 2.506 -1.343
O -3.774 3.736 1.799
H -2.978 4.217 2.075
H -3.962 3.233 2.614
O 1.833 -0.197 0.566
H 1.141 -0.564 1.133
H 2.593 -0.740 0.819
*
```

Atomic partial charges in e from the Löwdin method, atoms 1 to 6: N 0.144; C -0.377; O -0.012; H 0.103; H 0.106; H 0.134


[4]
A 5-piece molecular cluster, CH11O4S overall, computed with the ωB97M-V functional and the def2-TZVPD basis.

As for the LUMO energy: 3.7 eV. The orbital gap comes out at 7.3 eV. Its energy above the lowest of the compared OMol25 structures with the same formula, charge and spin is 21.41 kcal/mol. The value obtained for the largest force on an atom is 5.675 eV/Å. The HOMO energy comes out at -3.53 eV.

Geometry as ORCA input:
```
! wB97M-V def2-TZVPD RIJCOSX def2/J DEFGRID3
* xyz -1 1
C 2.005 0.542 2.028
S 0.682 0.950 0.705
H 1.730 -0.309 2.606
H 2.894 0.293 1.371
H 2.274 1.450 2.643
H -2.500 0.214 0.134
H -1.201 -0.442 0.136
O -2.126 -0.643 -0.097
H 0.039 3.133 -1.647
H 0.209 1.804 -2.209
O -0.055 2.651 -2.508
H 0.922 -1.704 1.980
H 0.865 -2.941 1.310
O 0.841 -2.655 2.143
H -2.034 -1.243 -1.775
H -0.877 -1.693 -2.637
O -1.818 -1.478 -2.707
*
```

Atomic partial charges in e from the Löwdin method, atoms 1 to 6: C -0.609; S 0.129; H -0.056; H -0.001; H 0.005; H 0.042


[5]
A 5-piece molecular cluster, CH11O4S overall, computed with the ωB97M-V functional and the def2-TZVPD basis.

As for the LUMO energy: 3.2 eV. The orbital gap comes out at 6.1 eV. Its energy above the lowest of the compared OMol25 structures with the same formula, charge and spin is 25.77 kcal/mol. The value obtained for the largest force on an atom is 2.038 eV/Å. The HOMO energy comes out at -2.92 eV.

Geometry as ORCA input:
```
! wB97M-V def2-TZVPD RIJCOSX def2/J DEFGRID3
* xyz -1 1
C 1.966 -0.060 -2.276
S 0.669 0.284 -1.050
H 2.944 0.379 -2.032
H 2.232 -1.122 -2.261
H 1.764 0.211 -3.310
H 0.757 1.045 2.336
H 0.921 -0.137 1.421
O 0.627 0.093 2.319
H -2.232 -4.730 -2.652
H -1.682 -4.678 -4.214
O -1.854 -5.161 -3.412
H -0.764 2.393 3.099
H -0.677 1.949 4.630
O -0.331 2.540 3.965
H -2.159 2.082 1.099
H -0.731 2.262 0.898
O -1.449 2.648 1.439
*
```

Atomic partial charges in e from the Löwdin method, atoms 1 to 6: C -0.743; S 0.110; H -0.016; H -0.022; H -0.021; H -0.012


[6]
A 5-piece molecular cluster, CH11O5 overall, computed with the ωB97M-V functional and the def2-TZVPD basis.

As for the LUMO energy: 4.0 eV. The orbital gap comes out at 9.0 eV. Its energy above the lowest of the compared OMol25 structures with the same formula, charge and spin is 24.51 kcal/mol. The value obtained for the largest force on an atom is 3.417 eV/Å. The HOMO energy comes out at -5.02 eV.

Geometry as ORCA input:
```
! wB97M-V def2-TZVPD RIJCOSX def2/J DEFGRID3
* xyz -1 1
C -0.200 1.709 0.212
O -0.245 0.483 -0.624
H 0.745 1.766 0.707
H -1.054 1.609 0.942
H -0.341 2.602 -0.403
H -0.526 -1.102 1.454
H -0.843 -2.385 1.412
O -1.352 -1.585 1.526
H 0.446 0.063 -0.077
H 2.122 -0.886 1.244
O 1.299 -0.470 1.000
H -2.180 -1.188 -0.203
H -1.664 -0.317 -1.257
O -2.318 -1.056 -1.132
H 1.430 0.639 -1.848
H 2.306 -0.081 -1.023
O 2.375 0.201 -1.928
*
```

Atomic partial charges in e from the Löwdin method, atoms 1 to 6: C -0.118; O -0.230; H 0.050; H 0.092; H 0.062; H -0.019


[7]
CH12B2CsO as an isolated structure, computed with the ωB97M-V functional and the def2-TZVPD basis.

As for the LUMO energy: 0.9 eV. The orbital gap comes out at 5.3 eV. Its energy above the lowest of the compared OMol25 structures with the same formula, charge and spin is 123.50 kcal/mol. The value obtained for the largest force on an atom is 4.912 eV/Å. The HOMO energy comes out at -4.39 eV.

Geometry as ORCA input:
```
! wB97M-V def2-TZVPD RIJCOSX def2/J DEFGRID3
* xyz -1 1
Cs -1.619 -0.811 2.855
B -1.052 1.129 -1.359
H -1.357 0.110 -1.540
H -0.216 1.127 -0.677
H -0.823 1.721 -2.232
H -1.850 1.636 -0.838
B 0.389 3.257 2.690
H -0.578 2.981 2.298
H 0.510 4.327 2.749
H 0.379 2.866 3.695
H 1.194 2.825 2.116
C 0.987 -3.826 -1.670
O 0.283 -2.993 -0.800
H 1.546 -4.653 -1.233
H 0.458 -4.153 -2.566
H 1.793 -3.225 -2.090
H -0.047 -2.318 -1.398
*
```

Atomic partial charges in e from the Löwdin method, atoms 1 to 6: Cs 0.864; B -0.453; H -0.135; H -0.105; H -0.109; H -0.114


[8]
CH12CdO9 as an isolated structure, computed with the ωB97M-V functional and the def2-TZVPD basis.

As for the LUMO energy: -0.8 eV. The orbital gap comes out at 5.1 eV. Its energy above the lowest of the compared OMol25 structures with the same formula, charge and spin is 12.43 kcal/mol. The value obtained for the largest force on an atom is 5.612 eV/Å. The HOMO energy comes out at -5.94 eV.

Geometry as ORCA input:
```
! wB97M-V def2-TZVPD RIJCOSX def2/J DEFGRID3
* xyz 0 1
Cd 0.328 -0.014 0.012
C 1.126 -1.709 1.836
O -0.147 -1.635 1.485
O 1.259 -1.780 3.092
O 1.978 -1.071 1.029
O -1.079 -1.532 -1.557
H -1.999 -1.278 -1.756
H -1.244 -2.224 -0.937
O -0.940 1.467 -1.172
H -0.363 2.097 -1.720
H -1.435 1.134 -1.927
O 0.118 1.179 1.864
H -0.694 1.717 1.743
H -0.011 0.763 2.732
O 1.892 1.629 -0.241
H 2.851 1.811 -0.242
H 1.514 2.522 -0.184
O -2.498 -0.339 0.672
H -3.204 -0.990 0.652
H -2.747 0.022 1.528
O 1.528 -0.385 -2.087
H 2.319 -0.089 -2.482
H 1.442 -1.293 -2.347
*
```

Atomic partial charges in e from the Löwdin method, atoms 1 to 6: Cd 1.423; C -0.902; O -0.282; O -0.103; O -0.268; O -0.087


[9]
A 5-piece molecular cluster, CH12N2O4 overall, computed with the ωB97M-V functional and the def2-TZVPD basis.

As for the LUMO energy (spin up / spin down): 3.2 / 3.1 eV. The orbital gap (spin up / spin down) comes out at 2.4 / 9.3 eV. Its energy above the lowest of the compared OMol25 structures with the same formula, charge and spin is 2.52 kcal/mol. The value obtained for the largest force on an atom is 1.781 eV/Å. The HOMO energy (spin up / spin down) comes out at 0.87 / -6.23 eV.

Geometry as ORCA input:
```
! wB97M-V def2-TZVPD RIJCOSX def2/J DEFGRID3
* xyz -1 2
N 1.204 -0.824 0.235
C 1.685 0.407 0.466
N 1.985 1.275 -0.435
H 0.655 -0.921 -0.614
H 0.818 -1.311 1.036
H 1.887 0.602 1.521
H 2.621 1.939 -0.011
H -2.097 -0.322 -0.034
H -1.500 0.553 1.040
O -2.358 0.175 0.759
H -0.329 -0.877 -2.824
H -0.896 0.071 -1.799
O -0.796 -0.892 -1.991
H 0.427 1.890 -1.254
H -0.239 1.766 -2.732
O -0.381 1.839 -1.796
H -0.599 -2.028 3.528
H -1.453 -1.432 2.361
O -0.635 -1.912 2.542
*
```

Atomic partial charges in e from the Löwdin method, atoms 1 to 6: N 0.092; C -0.521; N -0.004; H 0.047; H 0.034; H 0.072


[10]
A 5-piece molecular cluster, CH12N2O4 overall, computed with the ωB97M-V functional and the def2-TZVPD basis.

The structure (SMILES) is [H]/N=C/N.O.O.O.O. As for the LUMO energy: 0.5 eV. The orbital gap comes out at 10.5 eV. Its energy above the lowest of the compared OMol25 structures with the same formula, charge and spin is 15.67 kcal/mol. The value obtained for the largest force on an atom is 0.966 eV/Å. The HOMO energy comes out at -9.99 eV.

Geometry as ORCA input:
```
! wB97M-V def2-TZVPD RIJCOSX def2/J DEFGRID3
* xyz 0 1
H -0.845 -0.782 -3.181
N -0.113 -0.655 -2.491
C 0.014 0.615 -2.335
N 0.784 1.132 -1.346
H -0.391 1.313 -3.051
H 1.109 0.433 -0.699
H 0.540 1.963 -0.833
O -1.924 0.373 1.821
H -1.672 -0.234 1.109
H -2.070 -0.136 2.626
O 2.741 -2.090 1.568
H 2.744 -1.645 0.714
H 2.011 -1.616 1.982
O -1.049 -1.593 -0.063
H -0.623 -1.173 -0.850
H -0.668 -2.468 0.025
O 0.180 2.287 1.546
H -0.488 2.842 1.954
H -0.278 1.434 1.504
*
```

Atomic partial charges in e from the Löwdin method, atoms 1 to 6: H 0.056; N 0.040; C -0.343; N 0.100; H 0.119; H 0.082


Q: Among the records above, which one has the lowest energy above the lowest of the compared OMol25 structures with the same formula, charge and spin?
A: number 9


Q: Look up the energy above the lowest of the compared OMol25 structures with the same formula, charge and spin of the ninth one.
A: 2.52 kcal/mol